No. 1
The following is a DFT calculation (the ωB97M-V functional and the def2-TZVPD basis) of C31H41FN3O5RuS as an isolated structure.

Structure (XYZ):
```
83
Properties=species:S:1:pos:R:3:forces:R:3
Ru 0.3534 -0.9110 -0.2192 -0.5 -3.6 -0.9
O 0.1827 -4.7359 -1.1043 -0.5 0.3 -0.4
C 0.6964 -3.6486 -1.0795 1.1 -0.6 0.8
O 0.1471 -2.5204 -1.4880 -0.2 1.6 0.1
C 2.1671 -3.5502 -0.6268 -0.7 0.2 -0.6
C 2.8125 -2.2648 -1.1398 0.9 -0.7 -0.3
C 4.3321 -2.3598 -0.9877 -0.1 0.3 0.2
C 4.4999 -2.2089 0.5555 -0.1 0.2 -0.2
C 3.0443 -2.0649 1.0136 1.0 -0.4 0.2
O 2.4549 -1.3278 -0.0870 -1.0 0.5 -0.1
C 2.3412 -3.4109 0.8959 -0.8 -0.1 0.6
C 1.0482 -3.2818 1.7306 1.4 -0.3 -0.7
O 1.0438 -3.8131 2.8148 -0.9 0.3 0.0
O 0.1060 -2.5474 1.1966 -1.0 1.7 -0.4
H 2.6235 -4.4516 -1.0282 0.2 0.0 0.1
H 2.4509 -1.9152 -2.1002 0.0 0.1 0.0
H 4.8211 -1.5524 -1.5304 0.0 0.0 0.1
H 4.7107 -3.3051 -1.3693 0.0 0.0 0.0
H 5.0757 -1.3201 0.8078 0.0 0.0 0.0
H 4.9700 -3.0736 1.0171 0.0 0.0 0.0
H 2.9022 -1.5325 1.9500 -0.1 0.1 -0.1
H 2.8886 -4.2239 1.3622 0.2 0.1 -0.1
C -1.2605 1.9965 0.9466 -0.2 0.0 0.1
C -1.5518 0.8591 1.9393 0.0 -0.1 -0.3
C -0.2961 0.1135 2.3805 -0.3 0.2 0.3
C -2.5722 -0.1631 1.4621 0.2 0.2 -0.1
C -3.6362 -0.4617 2.2909 -0.2 -0.1 -0.1
C -4.5978 -1.3912 1.9143 0.1 0.0 0.0
C -4.5003 -2.0268 0.6910 -0.1 0.0 0.2
C -3.4743 -1.7441 -0.1993 0.2 0.2 -0.3
C -3.4332 -2.4742 -1.5299 -0.2 -0.3 0.1
C -4.7405 -2.2819 -2.3093 0.1 0.1 0.0
C -3.1863 -3.9722 -1.3041 0.1 0.1 0.1
C -2.5023 -0.8044 0.2060 -0.8 0.1 0.4
N -1.4403 -0.4627 -0.6565 1.6 -0.7 1.1
C -1.6948 0.1277 -1.8719 -0.2 0.3 -0.4
C -2.9585 0.6435 -2.2224 0.0 -0.1 0.2
C -3.1689 1.1973 -3.4617 0.0 0.1 -0.2
C -2.1294 1.2768 -4.3900 0.0 -0.1 0.2
C -0.8524 0.8499 -4.0443 0.0 0.0 -0.3
C -0.6584 0.3183 -2.7999 -0.2 -0.1 0.1
F 0.5988 -0.0216 -2.4269 0.0 0.2 0.4
H -0.9433 2.8937 1.4800 0.1 0.0 0.0
H -2.1516 2.2540 0.3705 0.0 0.0 0.1
H -0.4626 1.7422 0.2486 0.1 0.1 0.0
H -1.9833 1.3243 2.8273 -0.1 -0.1 0.0
H 0.3823 -0.0878 1.5162 0.2 0.4 0.6
H -0.5483 -0.8455 2.8269 0.1 -0.1 -0.1
H 0.3007 0.6881 3.0859 0.2 0.1 -0.2
H -3.7293 0.0575 3.2361 0.0 0.0 0.0
H -5.4239 -1.6118 2.5770 0.0 0.0 0.0
H -5.2502 -2.7566 0.4170 0.0 0.0 0.0
H -2.6099 -2.1004 -2.1367 0.0 0.0 0.0
H -5.5812 -2.7221 -1.7732 0.0 0.0 0.0
H -4.6644 -2.7788 -3.2765 0.0 0.0 0.0
H -4.9673 -1.2281 -2.4831 0.0 0.0 0.0
H -3.9962 -4.4147 -0.7211 0.0 0.0 0.0
H -2.2454 -4.1464 -0.7826 0.0 0.0 0.0
H -3.1392 -4.4832 -2.2658 0.0 0.0 0.0
H -3.7527 0.6016 -1.4895 0.0 0.0 0.0
H -4.1470 1.5794 -3.7191 0.0 0.0 0.0
H -2.3031 1.6960 -5.3713 0.0 0.0 0.0
H -0.0186 0.9317 -4.7281 0.0 0.0 0.0
C 1.7987 3.0767 3.5089 0.0 0.0 0.0
N 1.9118 3.7871 2.2485 0.2 0.2 -0.1
C 1.3084 5.1133 2.2487 0.0 0.0 0.0
C 2.4496 3.2236 1.1416 -0.1 -0.3 0.0
S 2.5404 1.5372 0.9430 0.1 0.1 -0.2
N 2.9108 4.0525 0.1754 -0.1 0.1 0.0
C 3.1799 3.5551 -1.1643 0.0 0.0 0.0
C 3.6168 5.2959 0.4765 0.0 0.0 0.0
H 2.1956 3.7060 4.3079 0.0 0.0 0.0
H 2.3676 2.1546 3.4635 0.0 0.0 0.0
H 0.7545 2.8497 3.7413 0.0 0.0 0.0
H 0.3460 5.0512 2.7609 0.0 0.0 0.0
H 1.1369 5.4516 1.2310 0.0 0.0 0.0
H 1.9178 5.8490 2.7773 0.0 0.0 0.0
H 2.4351 2.8187 -1.4492 0.0 0.0 0.0
H 4.1676 3.0926 -1.2284 0.0 0.0 0.0
H 3.1352 4.3981 -1.8544 0.0 0.0 0.0
H 3.6297 5.4937 1.5412 0.0 0.0 0.0
H 3.1646 6.1421 -0.0433 0.0 0.0 0.0
H 4.6505 5.1994 0.1375 0.0 0.0 0.0
```
Positions in Å, forces in eV/Å.

Summary:
**Total charge**: +1
**HOMO energy (spin up / spin down)**: -10.8 / -10.8 eV
**Energy**: -2338.9776 Ha
**Gap between HOMO and LUMO (spin up / spin down)**: 4.742 / 4.697 eV

---

No. 2
The following is a DFT calculation (the ωB97M-V functional and the def2-TZVPD basis) of C31H41MnNO2P2Si as an isolated structure.

Structure (XYZ):
```
79
Properties=species:S:1:pos:R:3:forces:R:3
Mn 0.1917 0.2365 -1.6147 -3.5 0.2 -1.2
Si 2.5488 0.4310 -2.1701 -1.3 -0.6 -0.3
P -0.2829 0.4917 -3.9490 0.1 -0.4 1.3
N -0.8523 -1.2015 -1.5911 -0.4 2.1 0.2
H 1.4259 -0.3101 -1.2659 1.9 -0.7 0.8
C -2.0543 0.4425 -4.2806 -0.8 0.0 -0.3
H -2.2360 0.1981 -5.3491 0.0 0.2 0.5
H -2.4944 1.4240 -4.0201 0.2 -0.5 -0.2
H -2.5317 -0.3171 -3.6356 0.4 0.3 -0.3
C 0.2175 2.0210 -4.8151 0.1 -0.2 -0.2
H -0.0973 1.9342 -5.8650 0.2 0.2 0.2
H 1.3045 2.1582 -4.7548 -0.2 0.0 -0.1
H -0.2886 2.8735 -4.3410 0.1 -0.3 -0.2
C 0.3749 -0.9048 -4.9466 0.1 0.3 -0.1
H 0.1027 -0.7424 -5.9992 0.1 -0.1 0.2
H -0.0592 -1.8471 -4.5873 0.0 0.3 0.0
H 1.4684 -0.9728 -4.8468 -0.4 0.0 -0.1
C 3.1456 2.0351 -1.4545 0.9 -0.1 -0.3
H 2.9562 2.0872 -0.3745 0.1 -0.1 -0.3
H 2.7512 2.9253 -1.9710 0.3 -0.4 0.2
H 4.2203 1.8741 -1.6593 -0.1 1.0 0.4
H 3.0271 -0.7559 -1.4209 1.6 0.0 -0.5
H 2.6384 0.3006 -3.6912 0.5 0.1 0.9
C -0.5882 -2.4944 -1.6011 0.0 -0.8 -0.4
C -1.4180 -4.7549 -1.2698 0.6 0.0 -0.2
C -1.6288 -3.3957 -1.1927 0.7 0.2 -0.2
C 0.6829 -3.0143 -2.0148 -0.5 0.0 0.2
C 0.8671 -4.3798 -2.0858 -0.4 -0.2 0.0
C -0.1854 -5.2463 -1.7519 -0.1 -0.2 0.2
H -2.2136 -5.4287 -0.9646 0.2 -0.1 -0.1
H -2.5682 -2.9474 -0.8576 0.3 -0.2 -0.1
H 1.4851 -2.3066 -2.2611 -0.4 -0.4 0.1
H 1.8356 -4.7676 -2.4069 -0.3 -0.1 0.1
H -0.0459 -6.3158 -1.8538 0.0 0.0 0.1
C -1.7997 3.5179 -1.2012 -0.3 -1.7 -1.1
O -2.3487 2.6722 -1.9011 0.1 1.1 0.5
C -2.0113 3.5338 0.2851 -1.1 0.1 0.3
H -2.4100 4.4765 0.7276 0.8 -0.4 -0.5
H -1.0275 3.2664 0.6586 0.1 0.2 0.6
H -2.7272 2.7445 0.5697 0.4 0.2 -0.2
C -0.6059 4.2592 -1.7533 0.1 1.3 0.3
H -0.7693 4.8958 -2.6569 -0.2 -0.7 0.7
H 0.1230 3.4833 -2.0021 0.1 0.1 0.0
H -0.2197 4.9147 -0.9528 0.2 -0.2 -0.5
O 0.7391 -0.1766 0.7483 -0.4 0.8 0.0
P 0.2526 -0.1386 2.1793 0.6 -0.1 -2.5
C 1.2429 1.0828 3.0363 0.1 0.0 0.5
C 1.7166 0.7662 4.3097 0.2 0.6 0.1
C 2.5858 1.6461 4.9604 0.0 0.2 -0.4
C 2.9927 2.8232 4.3164 -0.1 -0.3 0.2
C 2.5046 3.1443 3.0430 -0.1 -0.3 0.0
C 1.6287 2.2732 2.3909 0.1 -0.1 0.5
C -1.4834 0.2957 2.2697 -0.2 0.1 0.6
C -1.9328 1.1461 3.2864 -0.3 -0.2 0.0
C -3.2972 1.4186 3.4029 0.2 0.1 0.0
C -4.1995 0.8555 2.5011 -0.2 0.0 -0.1
C -3.7487 0.0254 1.4703 0.2 0.1 0.1
C -2.3858 -0.2542 1.3508 -0.1 -0.1 0.0
C 0.5785 -1.7908 2.7772 -0.4 -0.4 0.1
C -0.4336 -2.5996 3.3077 0.7 -0.1 0.3
C -0.1178 -3.9123 3.6772 0.2 0.0 -0.2
C 1.1729 -4.4146 3.4611 -0.3 0.1 0.0
C 2.1370 -3.6376 2.8081 -0.2 0.1 0.0
C 1.8318 -2.3328 2.4400 -0.2 -0.1 0.4
H 1.4136 -0.1676 4.7828 0.1 0.2 -0.1
H 2.9522 1.3939 5.9518 0.0 0.1 -0.2
H 3.7142 3.4824 4.8083 -0.3 -0.2 -0.2
H 2.8227 4.0656 2.5501 -0.1 -0.3 0.2
H 1.2640 2.5066 1.3907 0.1 -0.2 0.2
H -1.2196 1.5676 3.9958 -0.2 -0.1 -0.1
H -3.6438 2.0620 4.2121 0.0 -0.1 -0.3
H -5.2726 1.0604 2.6046 0.5 -0.1 0.0
H -4.4506 -0.4226 0.7659 0.2 0.2 0.2
H -2.0217 -0.8975 0.5450 0.0 0.2 0.1
H -1.4414 -2.2032 3.4267 0.2 -0.1 0.1
H -0.8917 -4.5407 4.1175 0.3 0.1 -0.1
H 1.4187 -5.4343 3.7663 -0.1 0.3 -0.1
H 3.1216 -4.0399 2.5653 -0.3 0.0 0.1
H 2.5472 -1.7463 1.8698 -0.1 0.0 0.2
```
Positions in Å, forces in eV/Å.

Summary:
**Total charge**: 0
**2S+1**: 4
**HOMO energy (spin up / spin down)**: -5.2 / -5.6 eV
**Energy**: -3534.1409 Ha
**Gap between HOMO and LUMO (spin up / spin down)**: 5.559 / 5.942 eV

---

No. 3
The following is a DFT calculation (the ωB97M-V functional and the def2-TZVPD basis) of C31H41N3O3SSe2Si2Ta as an isolated structure.

Structure (XYZ):
```
84
Properties=species:S:1:pos:R:3:forces:R:3
Ta 0.7063 6.7320 19.1716 3.7 -0.4 0.2
O -0.0112 8.5945 15.1207 -0.1 -2.2 2.9
C -0.7660 7.5027 14.6552 1.3 1.7 1.0
C -1.5096 7.7636 13.5282 -1.9 -1.1 -2.0
C -2.0151 6.6679 12.7350 2.5 1.2 3.2
C -1.8090 5.3932 13.2727 -0.9 -1.7 -1.7
C -1.3170 5.1346 14.5329 0.0 2.0 0.7
C -0.7322 6.2312 15.2504 -0.5 -1.1 -1.2
C -0.0692 5.9278 16.4938 0.0 -1.4 0.9
O 0.5540 6.9296 17.1430 -0.3 -0.5 0.6
N -0.0849 4.6820 16.9671 -0.8 1.4 -1.6
N 0.5731 4.6248 18.1184 1.0 1.6 2.5
C 1.0055 3.5186 18.6266 0.1 -0.6 0.1
C 2.1478 3.4527 19.5555 -0.4 0.2 -0.8
C 2.6800 2.2122 19.9885 0.6 0.0 1.2
C 3.8850 2.1331 20.7092 -0.3 0.2 -1.1
C 4.6886 3.3172 20.8405 -2.7 -1.3 -0.7
C 4.1925 4.5189 20.3987 -0.6 0.3 -0.9
C 2.9098 4.6128 19.7487 1.0 0.6 1.4
O 2.4701 5.8524 19.4452 -0.1 -1.2 0.0
H 0.3381 8.3087 16.0958 -1.1 0.8 -3.3
H -1.7935 8.7842 13.2350 0.8 -0.4 0.1
H -2.3314 6.8677 11.7489 -0.8 -0.1 -0.8
H -2.0504 4.5161 12.6217 -0.1 0.8 0.8
H -1.4659 4.2007 15.0644 0.5 -0.1 -0.5
H 0.5568 2.5894 18.2514 0.4 0.1 -0.1
H 2.1022 1.2994 19.8476 0.1 0.2 -0.1
H 4.2419 1.1261 21.0259 -0.2 1.1 -0.2
H 5.6135 3.2150 21.2999 1.6 0.1 0.7
H 4.8039 5.4204 20.4612 -0.3 -0.2 0.1
C 4.7625 8.1186 19.1128 1.7 2.0 -2.1
Se 3.0190 8.6971 18.3709 0.6 -0.2 0.0
C 2.7675 10.4151 19.3777 1.7 -0.4 -1.2
C 1.3855 10.9380 19.2262 -2.1 -0.8 0.4
Se 0.0602 9.4565 18.6582 -1.0 1.4 1.3
C -1.2931 10.1072 20.0167 -0.7 -1.5 -1.7
H 5.5868 8.7565 18.5743 -1.7 -1.1 0.8
H 5.0042 7.0913 18.8948 -0.5 -0.3 -0.1
H 4.9083 8.3465 20.1381 -0.5 0.0 1.1
H 3.4609 11.1354 18.8585 -0.3 -0.8 1.0
H 3.0651 10.0926 20.3841 -0.2 0.8 -0.2
H 1.1394 11.5667 18.3668 0.8 0.3 0.3
H 0.9767 11.4009 20.1690 0.4 -0.6 -1.0
H -2.1427 9.4538 19.6815 0.6 0.4 1.0
H -1.6073 11.1207 19.7206 0.6 -0.3 0.5
H -0.9150 9.8952 21.0361 -0.3 0.3 -0.7
C 1.1857 9.3256 24.1573 1.6 -0.2 0.8
Si 1.4654 7.5397 24.7577 0.4 0.8 0.3
C 3.3540 7.0786 24.8352 -2.0 -0.7 0.1
C 0.4656 7.5064 26.3653 0.9 -1.0 0.8
C 0.6242 6.3144 23.5663 -0.7 1.3 -0.7
C -0.1143 5.2430 24.0237 0.9 -1.1 0.7
C -0.6735 4.3480 23.1120 -1.1 -0.4 0.1
C -0.6169 4.6107 21.7867 1.5 1.2 -0.9
N 0.1026 5.6529 21.2843 -0.3 0.5 0.1
C 0.5692 6.5560 22.1453 1.5 -0.5 0.7
S 1.3164 7.9274 21.2845 -0.5 -0.4 0.6
H 1.8464 9.5111 23.3211 0.2 0.3 -0.1
H 1.4349 10.0597 24.9618 -0.2 -0.6 -0.5
H 0.1932 9.4856 23.8231 -1.1 0.2 -0.2
H 3.9753 7.9413 25.0059 0.3 0.2 -0.2
H 3.5698 6.4876 23.9294 0.3 0.5 0.3
H 3.4287 6.4092 25.7004 0.3 0.0 -0.1
H 0.9801 7.8055 27.3136 -0.1 -0.4 -0.9
H -0.0532 6.5472 26.5373 0.3 0.4 0.1
H -0.2880 8.2440 26.2449 -0.9 0.7 -0.3
H -0.1401 4.9525 25.1008 0.0 0.5 -0.9
H -1.2398 3.4594 23.3717 0.1 0.2 0.4
H -1.0878 4.0380 21.0423 -0.5 -1.0 -0.7
C -5.2564 4.7772 19.2804 1.8 0.9 0.8
Si -4.2016 6.1734 18.5105 -1.5 -1.0 -0.9
C -4.9348 7.7603 19.0786 0.1 2.0 0.6
C -4.4190 5.9331 16.6520 1.4 -0.5 -0.4
C -2.4205 6.2619 19.0462 0.3 0.3 0.2
C -1.2857 6.6331 19.3457 -2.9 -0.5 -0.6
H -6.3388 4.8979 19.2813 0.2 0.1 -0.3
H -4.8987 4.9012 20.3195 -0.4 -0.7 0.0
H -4.9149 3.8192 18.8871 -0.3 -0.1 0.2
H -5.9806 7.8336 18.7594 0.2 -0.1 -0.2
H -4.4046 8.7024 18.7246 -0.6 -1.2 0.3
H -5.0063 7.8544 20.1832 0.3 -0.2 -0.5
H -5.3314 6.4313 16.3549 -0.3 0.3 -0.1
H -4.5439 4.8574 16.3797 0.1 0.7 0.4
H -3.5680 6.3116 16.0332 -0.7 -0.1 0.4
```
Positions in Å, forces in eV/Å.

Summary:
**Total charge**: +1
**HOMO energy**: -10.4 eV
**Energy**: -7432.7276 Ha
**Gap between HOMO and LUMO**: 6.810 eV
**ΔE to the lowest compared entry with this formula, charge and spin**: 42.4 kcal/mol